(1)
{"formula": "C8H3ClFNO2", "method": "wB97M-V/def2-TZVPD", "species": ["O", "C", "C", "H", "Cl", "N", "C", "O", "H", "C", "C", "C", "F", "C", "C", "H"], "xyz": [[0.832, 3.075, -1.325], [-1.687, 1.458, 0.519], [-0.804, 0.146, 0.312], [-1.950, -1.642, 1.278], [-0.086, -4.090, 0.656], [-0.745, 2.593, 0.444], [1.363, -1.818, -0.540], [-2.925, 1.482, 0.663], [-0.246, 2.564, 1.356], [-1.022, -1.331, 0.703], [0.461, 0.659, -0.439], [0.284, 2.235, -0.588], [2.352, -2.765, -0.965], [1.578, -0.311, -0.885], [0.108, -2.332, 0.256], [2.486, 0.077, -1.445]], "e_homo_ev": -9.816, "smiles": "O=C1NC(=O)c2cc(Cl)c(F)cc21", "lumo_ev": -1.40, "homo_lumo_gap_ev": 8.4213}

(2)
{"formula": "C36H48BN10O2S", "method": "wB97M-V/def2-TZVPD", "species": ["H", "C", "C", "C", "H", "N", "N", "H", "C", "C", "O", "H", "H", "C", "H", "C", "H", "C", "C", "S", "H", "C", "H", "N", "H", "H", "H", "C", "H", "N", "H", "C", "N", "C", "H", "H", "C", "H", "C", "H", "H", "H", "C", "H", "H", "H", "H", "C", "H", "H", "C", "C", "C", "C", "C", "C", "H", "H", "C", "H", "C", "C", "H", "C", "N", "H", "C", "H", "C", "C", "H", "H", "H", "C", "H", "C", "C", "H", "H", "H", "N", "H", "N", "O", "H", "H", "C", "C", "H", "H", "N", "C", "H", "H", "H", "H", "N", "B"], "xyz": [[-6.977, -6.796, -0.921], [-0.533, 6.853, 3.300], [-6.351, -7.907, 0.819], [-1.146, 5.592, 5.272], [-1.492, 5.166, 2.386], [2.556, 4.980, 3.584], [3.175, -0.572, -1.866], [-2.147, 5.168, 7.347], [5.528, -2.020, -2.251], [-2.522, -1.432, -9.296], [-2.596, 3.259, 5.023], [-5.468, -8.711, 2.613], [-2.280, -0.096, -10.963], [0.590, 3.747, 4.586], [6.446, -2.571, -2.396], [-0.140, -0.855, -0.610], [-4.422, -3.861, -5.888], [-5.249, -4.197, -3.939], [9.687, -1.136, 1.516], [-0.857, 5.154, 7.000], [4.061, 0.941, -2.936], [-2.583, -0.201, -9.930], [-4.705, -2.545, -1.205], [-4.583, -5.788, 1.210], [-3.111, 1.871, -9.664], [3.708, 3.558, 5.458], [0.770, -0.683, -1.174], [-0.675, 0.149, 0.186], [2.813, 5.983, 5.723], [-5.335, -3.848, -2.657], [-3.932, -6.783, 2.883], [-3.784, -2.079, -3.094], [2.813, 3.235, 5.105], [5.389, -0.741, -2.767], [11.456, -1.725, 0.434], [-2.308, 0.644, 1.504], [9.713, -1.632, -0.814], [-5.843, -5.052, -4.241], [-3.420, 0.704, -7.891], [4.530, -3.557, -1.117], [6.679, -0.849, 0.014], [0.334, 7.181, 5.299], [-5.423, -5.807, 0.175], [-3.069, -1.902, -5.115], [2.296, 4.541, 2.715], [-2.889, -2.463, -7.449], [-3.217, -1.242, -2.708], [-4.623, -6.821, 2.048], [1.897, 5.060, 6.705], [-2.725, 2.350, 5.336], [-6.321, -6.838, -0.062], [-1.845, -0.116, 0.879], [10.395, -1.518, 0.388], [-0.805, -2.067, -0.672], [1.987, 4.396, 4.774], [8.330, -0.885, 1.392], [0.328, 3.179, 5.480], [-2.518, -3.167, 0.042], [-4.451, -3.532, -4.858], [-1.445, 7.294, 2.902], [-3.699, -2.449, -4.427], [-1.972, -2.230, 0.066], [2.445, 5.982, 3.539], [-4.615, -2.805, -2.255], [-0.637, 4.571, 4.248], [6.190, -0.277, -3.325], [4.471, -2.564, -1.540], [-0.433, -2.880, -1.281], [-2.924, -1.512, -7.972], [7.741, -1.031, 0.145], [-0.195, 1.117, 0.258], [10.184, -1.035, 2.472], [-3.785, 1.537, -7.300], [4.201, -0.062, -2.548], [-1.339, 1.878, 2.842], [-3.043, 0.891, -9.212], [-0.613, 6.947, 4.829], [7.735, -0.585, 2.244], [10.237, -1.926, -1.716], [-2.170, -2.313, -9.814], [1.948, 5.452, 5.771], [-5.372, -4.965, -0.505], [-3.368, -0.472, -7.269], [-1.651, 2.794, 2.844], [2.473, -2.202, -0.833], [-1.321, 7.716, 5.134], [3.322, -1.803, -1.381], [-0.583, 5.357, 2.951], [0.697, 3.050, 3.755], [0.218, 5.003, 2.313], [8.409, -1.397, -0.947], [-5.482, -7.899, 1.899], [2.394, 2.685, 5.849], [0.303, 7.380, 2.848], [-2.227, 5.609, 5.165], [-7.036, -8.730, 0.667], [-2.493, -1.276, 0.833], [-1.697, 3.438, 4.038]], "e_homo_ev": -10.483, "charge": 1, "lumo_ev": -2.70, "homo_lumo_gap_ev": 7.7806}

(3)
{"formula": "C7H24FeN10O7", "method": "wB97M-V/def2-TZVPD", "species": ["N", "H", "N", "H", "H", "H", "N", "H", "H", "H", "H", "N", "H", "N", "H", "H", "C", "C", "H", "O", "O", "O", "C", "O", "H", "H", "Fe", "C", "C", "O", "O", "N", "H", "H", "C", "N", "H", "C", "H", "O", "H", "H", "H", "H", "N", "H", "N", "H", "N"], "xyz": [[-0.319, 2.492, -3.402], [3.767, -0.383, 1.575], [-4.318, -0.935, -0.779], [2.231, -2.731, -3.113], [-2.100, 2.427, 0.557], [2.560, -2.449, 2.964], [0.805, -3.385, 2.057], [0.041, 3.313, -3.868], [2.034, -0.773, 2.951], [-5.099, -1.570, -0.862], [1.943, -3.809, -1.139], [1.843, -1.755, 2.808], [-2.276, -3.244, -0.393], [3.872, 0.157, 0.727], [0.217, 4.262, -2.047], [-0.462, 1.763, -4.086], [0.721, -2.093, 2.234], [-2.141, 2.141, 1.608], [-3.943, -2.984, -0.710], [-2.261, -0.579, -0.158], [1.732, 0.698, 0.641], [-0.125, -1.332, 1.694], [1.233, -2.077, -1.479], [0.526, -1.232, -1.099], [-3.190, 2.855, 3.368], [2.418, 2.171, -1.036], [-0.266, 0.196, 0.365], [-0.159, 2.289, -2.107], [2.881, 0.776, 0.199], [-0.873, 1.508, 1.818], [-1.660, 4.254, 3.185], [3.174, 1.569, -0.744], [4.793, 0.417, 0.403], [1.470, -3.833, 2.670], [-2.619, 3.355, 2.585], [-3.035, -2.589, -0.514], [-0.012, 3.515, -0.509], [-3.147, -1.334, -0.431], [-0.103, -3.821, 1.982], [-0.347, 1.329, -1.442], [1.189, -1.425, -3.342], [2.073, -2.628, 0.156], [-3.389, 3.884, 2.025], [4.163, 1.744, -0.854], [1.934, -2.851, -0.819], [-4.387, 0.067, -0.877], [1.414, -2.237, -2.785], [-2.978, 1.449, 1.517], [0.181, 3.418, -1.495]], "e_homo_ev": [-2.956, -2.957], "spin_multiplicity": 5, "lumo_ev": [-0.54, -0.54], "relative_energy_kcal_mol": 0.0, "s2": 6.011, "homo_lumo_gap_ev": [2.4181, 2.4177]}

(4)
{"formula": "C5H6O2", "method": "wB97M-V/def2-TZVPD", "species": ["H", "H", "H", "C", "O", "C", "H", "C", "C", "O", "H", "C", "H"], "xyz": [[-1.537, 1.763, -1.226], [0.800, 1.710, -0.230], [-1.317, 0.072, -1.801], [-0.408, -0.712, 2.226], [-1.173, -0.033, 1.480], [0.925, -0.346, -0.469], [-0.363, 1.403, -2.504], [-0.823, 1.018, -1.578], [1.519, -1.380, -0.218], [0.838, -0.809, 2.128], [2.147, -2.241, -0.275], [0.275, 0.830, -0.607], [-0.883, -1.276, 3.074]], "e_homo_ev": -8.576, "lumo_ev": -2.36, "relative_energy_kcal_mol": 116.5, "homo_lumo_gap_ev": 6.2170}

(5)
{"formula": "C3H9O3P", "method": "wB97M-V/def2-TZVPD", "species": ["H", "H", "P", "H", "H", "H", "C", "O", "H", "O", "C", "H", "C", "H", "O", "H"], "xyz": [[1.426, 1.471, 0.090], [0.762, -0.119, 1.830], [-2.091, -0.881, -0.561], [-1.386, -0.620, -1.725], [-1.568, 0.603, 1.466], [1.281, 0.859, -2.104], [-1.174, 0.425, 0.388], [1.240, 0.147, -1.428], [-1.122, 1.265, -1.130], [-1.120, 1.617, -0.267], [1.690, 0.435, -0.081], [2.772, 0.065, -0.082], [0.786, -0.395, 0.832], [0.496, -1.815, -0.231], [0.715, -1.692, 0.693], [-1.231, -1.955, -0.215]], "e_homo_ev": [-4.450, -9.987], "spin_multiplicity": 3, "lumo_ev": [0.70, -0.97], "relative_energy_kcal_mol": 62.0, "s2": 2.007, "homo_lumo_gap_ev": [5.1502, 9.0167]}

(6)
{"formula": "C2H5NO2", "method": "wB97M-V/def2-TZVPD", "species": ["H", "H", "N", "O", "H", "H", "O", "C", "C", "H"], "xyz": [[1.383, 0.706, -1.312], [2.140, 0.843, 0.263], [0.482, -0.374, 0.174], [-1.413, 0.646, -0.445], [-2.349, -1.384, 0.424], [0.038, 1.491, -0.462], [-1.464, -1.263, 0.813], [1.178, 0.794, -0.245], [-0.850, -0.411, -0.033], [0.856, -1.049, 0.825]], "e_homo_ev": -9.283, "lumo_ev": 0.65, "relative_energy_kcal_mol": 46.3, "homo_lumo_gap_ev": 9.9292}

In the order shown, the computed DFT total energy values come out to -29164.6349; -68614.0179; -71266.0089; -9372.0447; -18680.9560; -7738.7444 eV.